1.
{
  "formula": "C42H43AsIN5S3Tc",
  "method": "wB97M-V/def2-TZVPD",
  "s_squared": 3.8039,
  "multiplicity": 4,
  "relative_energy_kcal_mol": 3.6,
  "homo_ha": [-0.4727, -0.4710],
  "total_charge": 2,
  "species": ["Tc", "I", "C", "C", "C", "C", "C", "C", "C", "C", "C", "C", "H", "H", "H", "H", "H", "H", "S", "C", "N", "C", "C", "N", "C", "C", "C", "C", "C", "C", "C", "C", "S", "C", "C", "C", "C", "C", "C", "C", "H", "H", "H", "H", "H", "H", "H", "H", "H", "H", "H", "H", "H", "H", "H", "H", "H", "H", "C", "As", "C", "C", "C", "C", "C", "C", "C", "C", "H", "H", "H", "H", "H", "H", "H", "H", "H", "H", "H", "H", "H", "S", "C", "N", "C", "N", "C", "C", "N", "C", "H", "H", "H", "H", "H", "H"],
  "xyz": [[0.7505, 1.4632, -0.2207], [3.0658, 0.2320, -1.0639], [3.7390, 2.0895, -1.7690], [5.0493, 2.2478, -2.1049], [5.4607, 3.4703, -2.6765], [4.5439, 4.4494, -2.9164], [3.1799, 4.2823, -2.5721], [2.2372, 5.3015, -2.8480], [0.9281, 5.1423, -2.5074], [0.5086, 3.9736, -1.8366], [1.3811, 2.9516, -1.5365], [2.7467, 3.0843, -1.9457], [5.7664, 1.4528, -1.9600], [6.4994, 3.6097, -2.9381], [4.8456, 5.3762, -3.3830], [2.5749, 6.2013, -3.3422], [0.2056, 5.9138, -2.7324], [-0.5289, 3.9087, -1.5336], [0.5162, -1.5360, -0.3671], [0.8478, -2.2031, 1.1211], [1.3047, -3.4263, 1.3001], [1.5797, -3.9262, 2.6467], [0.5082, -3.4239, 3.5786], [0.4839, -1.9621, 3.5100], [0.1215, -1.2825, 4.7675], [-1.3122, -1.5702, 5.1284], [-1.6037, -2.3753, 6.2219], [-2.9216, -2.6583, 6.5527], [-3.9517, -2.1409, 5.7848], [-3.6649, -1.3366, 4.6895], [-2.3513, -1.0488, 4.3625], [0.6192, -1.3487, 2.3531], [0.4973, 0.3118, 2.1802], [1.5362, -4.3615, 0.1810], [0.2916, -5.1424, -0.1611], [-0.4760, -4.8042, -1.2692], [-1.6293, -5.5153, -1.5645], [-2.0266, -6.5665, -0.7536], [-1.2557, -6.9228, 0.3438], [-0.0992, -6.2178, 0.6328], [2.5740, -3.5962, 2.9643], [1.5735, -5.0126, 2.6162], [0.7214, -3.7097, 4.6075], [-0.4746, -3.8234, 3.3110], [0.3176, -0.2194, 4.6468], [0.7875, -1.6766, 5.5365], [-0.8012, -2.7743, 6.8289], [-3.1406, -3.2787, 7.4097], [-4.9785, -2.3573, 6.0421], [-4.4689, -0.9253, 4.0958], [-2.1329, -0.4088, 3.5163], [2.3320, -5.0282, 0.5123], [1.8953, -3.7873, -0.6727], [-0.1583, -3.9949, -1.9118], [-2.2138, -5.2544, -2.4358], [-2.9232, -7.1227, -0.9874], [-1.5441, -7.7621, 0.9606], [0.5167, -6.5364, 1.4645], [-0.6740, -1.1585, -2.8995], [-0.5920, 0.6852, -2.3055], [-0.0536, 1.4829, -3.9864], [-2.4769, 1.1716, -2.0808], [-3.2850, 0.8867, -3.3095], [-3.9194, -0.3422, -3.4718], [-4.6475, -0.6115, -4.6203], [-4.7499, 0.3462, -5.6187], [-4.1298, 1.5776, -5.4608], [-3.4023, 1.8455, -4.3124], [-1.1580, -1.1420, -3.8759], [-1.2567, -1.7689, -2.2133], [0.3321, -1.5672, -2.9907], [-0.6958, 1.0730, -4.7656], [0.9835, 1.2033, -4.1774], [-0.1333, 2.5650, -3.9729], [-2.4945, 2.2312, -1.8184], [-2.8287, 0.6068, -1.2137], [-3.8588, -1.0867, -2.6868], [-5.1442, -1.5647, -4.7316], [-5.3223, 0.1389, -6.5113], [-4.2218, 2.3326, -6.2280], [-2.9329, 2.8143, -4.1876], [-2.9863, 3.5828, 1.5517], [-1.7520, 2.8878, 0.8922], [-0.8213, 2.3545, 0.3686], [3.0553, 5.8975, 2.3564], [2.8168, 4.4914, 2.0639], [3.4963, 3.4248, 2.5930], [2.9752, 2.3133, 2.0155], [1.9889, 2.6886, 1.1311], [1.9322, 4.0109, 1.1902], [3.3168, 6.0005, 3.4063], [2.1456, 6.4599, 2.1607], [3.8663, 6.2780, 1.7365], [4.2717, 3.5480, 3.3244], [3.2386, 1.2848, 2.1722], [1.2680, 4.6339, 0.6191]],
  "mulliken_charge": [-0.614, 0.249, 1.048, -0.535, -0.778, -1.097, 0.603, -1.021, -0.948, -0.082, 0.835, 0.842, 0.478, 0.436, 0.461, 0.445, 0.497, 0.321, 0.037, 0.016, 0.382, -0.837, -0.571, 0.155, -1.473, 0.689, -0.353, -0.677, -0.429, -0.773, -0.041, -0.153, -0.073, -2.255, 1.011, -0.058, -0.807, -0.459, -0.847, -0.231, 0.279, 0.394, 0.539, 0.307, 0.523, 0.471, 0.364, 0.399, 0.401, 0.425, 0.461, 0.649, 0.742, 0.521, 0.427, 0.412, 0.415, 0.363, -1.765, 1.015, -1.353, -1.134, 0.230, -0.324, -0.714, -0.509, -0.750, -0.171, 0.737, 0.411, 0.518, 0.546, 0.433, 0.327, 0.555, 0.582, 0.420, 0.420, 0.409, 0.423, 0.408, -0.286, 0.912, -1.159, -0.838, 0.137, -0.712, -0.915, 1.002, -0.798, 0.346, 0.328, 0.315, 0.494, 0.511, 0.470]
}

---

2.
{
  "formula": "C2H8N3O3",
  "method": "wB97M-V/def2-TZVPD",
  "s_squared": 2.0070,
  "multiplicity": 3,
  "relative_energy_kcal_mol": 27.7,
  "homo_ha": [-0.3423, -0.4697],
  "total_charge": 1,
  "species": ["C", "C", "N", "N", "N", "O", "O", "O", "H", "H", "H", "H", "H", "H", "H", "H"],
  "xyz": [[-1.0937, 0.6046, -0.2567], [2.0141, 0.1048, -0.6539], [-2.6300, -0.5946, 1.1937], [-1.5875, -0.4894, 0.3139], [3.1693, 0.5730, -0.9309], [-1.9569, 1.6908, 0.0174], [1.9657, -0.8403, 0.2553], [-0.7267, -1.5552, 0.2711], [1.0383, 0.4331, -1.0010], [-2.6076, 0.3297, 1.5173], [-3.4753, -0.9914, 0.8009], [4.1672, 0.1524, -0.6984], [3.3913, 1.3501, -1.6450], [-1.7069, 2.4713, -0.5449], [1.0306, -1.0628, 0.3964], [-0.9919, -2.1759, 0.9647]],
  "mulliken_charge": [-0.190, 0.432, -0.627, 0.552, -0.332, -0.472, -0.421, -0.590, 0.246, 0.260, 0.266, 0.345, 0.311, 0.346, 0.478, 0.398]
}

---

3.
{
  "formula": "C45H51CoN7O2SbSi2",
  "method": "wB97M-V/def2-TZVPD",
  "s_squared": 0.7716,
  "multiplicity": 2,
  "homo_ha": [-0.1095, -0.1116],
  "total_charge": -1,
  "species": ["Co", "C", "C", "C", "C", "C", "C", "N", "Sb", "C", "C", "C", "C", "C", "C", "N", "C", "C", "C", "C", "C", "C", "N", "H", "H", "H", "H", "H", "H", "H", "H", "H", "H", "H", "H", "H", "H", "H", "H", "H", "H", "C", "Si", "C", "C", "N", "C", "C", "C", "C", "C", "C", "N", "Si", "C", "C", "C", "H", "H", "H", "H", "H", "H", "H", "H", "H", "H", "H", "H", "H", "H", "H", "H", "H", "H", "H", "H", "H", "H", "O", "C", "N", "C", "C", "O", "N", "C", "C", "C", "C", "C", "C", "C", "C", "C", "C", "C", "C", "H", "H", "H", "H", "H", "H", "H", "H", "H", "H", "H"],
  "xyz": [[-0.8383, -0.2480, 0.3710], [-3.9157, 0.6396, -1.2173], [-2.7119, 1.5133, -1.3537], [-2.6610, 2.4596, -2.3632], [-1.6276, 3.3864, -2.3895], [-0.7448, 3.3926, -1.3240], [-0.8542, 2.4173, -0.3478], [-1.7580, 1.4336, -0.4007], [0.2532, 2.8933, 1.4543], [-1.6236, 2.6296, 2.5546], [-2.0767, 3.6119, 3.4269], [-3.3415, 3.4769, 3.9720], [-4.1190, 2.3961, 3.5901], [-3.5864, 1.4555, 2.7093], [-4.3694, 0.2585, 2.2879], [-2.3585, 1.5862, 2.2228], [1.4208, 1.1080, 1.8569], [2.7158, 1.3787, 2.2782], [3.6264, 0.3427, 2.3457], [3.1868, -0.9275, 2.0158], [1.8597, -1.1278, 1.6422], [1.3766, -2.4916, 1.3044], [1.0017, -0.1043, 1.5525], [-4.4727, 0.5807, -2.1451], [-3.6223, -0.3552, -0.8993], [-4.5663, 1.0768, -0.4624], [-3.4437, 2.4949, -3.1085], [-1.5586, 4.1205, -3.1790], [0.0342, 4.1389, -1.2346], [-1.4415, 4.4551, 3.6670], [-3.7198, 4.2008, 4.6847], [-5.1225, 2.2843, 3.9797], [-5.4389, 0.4003, 2.4341], [-4.1413, 0.0288, 1.2560], [-4.0388, -0.6000, 2.8616], [2.9997, 2.3951, 2.5212], [4.6551, 0.5219, 2.6360], [3.8744, -1.7621, 2.0339], [2.1021, -3.2422, 1.6082], [0.4168, -2.6721, 1.7746], [1.2193, -2.5676, 0.2279], [-0.3122, -2.8937, 4.3509], [-1.2937, -1.3572, 3.7015], [-2.8364, -1.2212, 4.8745], [-0.2525, 0.0870, 4.3938], [-1.5951, -1.4303, 2.0046], [-2.2314, -2.4996, 1.4454], [-2.8476, -3.5069, 2.2067], [-3.4394, -4.6170, 1.6440], [-3.4393, -4.7609, 0.2646], [-2.8593, -3.7871, -0.5181], [-2.2502, -2.6390, 0.0130], [-1.6777, -1.6790, -0.7676], [-1.5784, -1.8526, -2.4984], [-0.7697, -3.4647, -3.1666], [-0.7480, -0.3497, -3.3280], [-3.3294, -1.9029, -3.3412], [-0.4926, -3.0700, 5.4079], [0.7565, -2.7500, 4.2207], [-0.5757, -3.8021, 3.8195], [-2.5904, -1.5775, 5.8713], [-3.6990, -1.7924, 4.5434], [-3.1450, -0.1827, 4.9648], [-0.4234, 0.1636, 5.4650], [-0.5129, 1.0386, 3.9489], [0.8093, -0.0700, 4.2464], [-2.8525, -3.4179, 3.2811], [-3.8883, -5.3757, 2.2738], [-3.8779, -5.6370, -0.1966], [-2.8738, -3.9149, -1.5850], [0.0631, -3.7524, -2.5387], [-0.3891, -3.2998, -4.1704], [-1.4626, -4.2998, -3.2175], [0.2011, -0.6246, -3.7685], [-0.5574, 0.4215, -2.5960], [-1.3610, 0.0788, -4.1151], [-4.0931, -2.2987, -2.6801], [-3.3007, -2.5357, -4.2234], [-3.6528, -0.9187, -3.6663], [1.3360, -2.0457, -1.7117], [1.7134, -0.8929, -1.7261], [2.7618, -0.4612, -2.5050], [3.1890, 0.8540, -2.1212], [2.0262, 1.1944, -1.1229], [1.9745, 2.2973, -0.5829], [1.2282, 0.1556, -0.9942], [4.4863, 0.8626, -1.3584], [5.1506, -0.3203, -1.0582], [6.3511, -0.2955, -0.3747], [6.8912, 0.9053, 0.0499], [6.2168, 2.0848, -0.2179], [5.0230, 2.0669, -0.9142], [3.1786, 1.7644, -3.3276], [2.0176, 2.4233, -3.7168], [1.9947, 3.1487, -4.8955], [3.1235, 3.2271, -5.6937], [4.2836, 2.5764, -5.3074], [4.3080, 1.8435, -4.1349], [3.3015, -1.0857, -3.0793], [4.7297, -1.2679, -1.3614], [6.8681, -1.2225, -0.1781], [7.8235, 0.9212, 0.5972], [6.6251, 3.0269, 0.1184], [4.4865, 2.9812, -1.1126], [1.1356, 2.3806, -3.0941], [1.0827, 3.6445, -5.1987], [3.1063, 3.8031, -6.6089], [5.1669, 2.6191, -5.9301], [5.2104, 1.3223, -3.8424]],
  "mulliken_charge": [1.121, -1.739, 0.357, -0.717, -0.869, -0.883, -0.017, 1.570, 0.676, -0.561, -1.166, -0.528, -0.874, 0.625, -0.008, 0.973, -0.789, -1.077, -0.668, -1.160, 0.774, -0.617, 1.968, 0.572, -0.022, 0.372, 0.470, 0.499, 0.474, 0.467, 0.390, 0.476, 0.573, -0.776, -0.502, 0.452, 0.444, 0.483, 0.693, -0.461, -0.323, -1.384, 0.186, -1.616, -1.057, 0.710, 0.627, -0.755, -1.132, -1.310, -0.690, 0.130, 1.711, 0.919, -1.635, -0.246, -1.674, 0.480, 0.240, 0.394, 0.507, 0.417, 0.306, 0.534, 0.082, 0.297, 0.172, 0.387, 0.378, 0.132, 0.262, 0.418, 0.397, 0.398, -0.994, 0.586, 0.423, 0.455, 0.394, -0.745, -2.099, 0.097, 2.860, -1.563, -0.746, 2.139, 0.127, -0.081, -0.865, -0.517, -0.879, -0.006, -0.407, 0.129, -1.069, -0.572, -0.889, -0.223, 0.406, 0.388, 0.420, 0.376, 0.419, 0.497, -0.011, 0.451, 0.394, 0.393, 0.453]
}